108
Properties=species:S:1:pos:R:3:forces:R:3 method="wB97M-V/def2-TZVPD" homo_energy_ev=-0.262 gap_ev=3.41 charge=-2 de_lowest_kcal_mol=39.1
C 1.652990 -3.254756 -4.569572 0.03 -0.01 0.03
C 4.175559 -2.383087 -2.376310 -0.01 -0.01 0.01
C 3.940718 6.129882 3.832799 0.01 0.02 0.01
C 2.516247 5.685092 1.931753 0.00 0.03 0.00
H 3.557017 -4.431077 -2.836590 -0.01 0.00 0.01
N -2.002657 -3.154828 2.543623 0.08 0.09 0.12
H 1.358240 0.146139 4.682898 0.00 -0.01 0.00
H 2.840620 7.626486 2.734013 -0.01 0.00 -0.01
C 2.794066 4.296441 1.997225 -0.09 -0.03 -0.13
C 0.570121 -4.608883 -2.372923 0.03 0.01 0.03
S -1.934261 -2.348083 -3.876160 0.04 -0.06 0.21
H 4.892902 4.421130 4.692552 0.00 0.00 0.00
H 0.670614 -3.094348 -5.012708 -0.03 0.02 -0.02
C 2.206592 3.348797 1.082254 0.08 0.04 0.19
H 3.159984 -3.877590 -1.201646 0.00 0.01 0.00
H 4.332242 -2.114589 -3.425929 -0.02 0.00 0.00
S 0.107375 -0.420307 -6.146212 0.05 0.03 -0.03
H -1.045522 7.151666 -2.301442 0.00 0.00 0.00
C 5.127598 -0.057066 -1.052722 -0.08 -0.03 0.03
H 5.711496 -0.635366 -0.333902 0.01 0.00 0.00
N 0.643372 3.187646 -0.596103 0.10 0.07 0.09
C -4.156313 0.188360 -6.581656 -0.10 0.02 -0.03
C -3.943175 -1.203353 0.084390 0.05 0.09 -0.04
O -0.979969 1.926269 -2.363781 -0.12 0.53 -0.38
P -1.910638 -1.672847 1.757931 -0.12 0.03 -0.07
H 2.298587 -2.475190 -4.975350 0.01 0.00 -0.01
H 0.742857 1.399480 3.617383 0.01 0.00 0.00
H 0.544519 -4.115869 2.747478 0.00 0.01 0.00
H -5.880173 -1.931191 -0.581517 0.00 0.00 0.00
N 1.358807 3.907218 0.145825 -0.13 0.05 -0.02
C -0.328204 -4.756094 2.893982 -0.01 -0.02 0.01
H -0.257593 -4.259318 5.035394 0.00 -0.01 0.00
H 0.734041 -0.243468 2.012708 0.08 -0.21 0.03
C -1.837918 0.366514 3.688478 -0.09 0.03 -0.04
H -0.432080 -4.495708 -2.790083 -0.01 -0.01 0.00
C -1.945976 -3.309255 3.995925 0.04 0.01 0.02
H -4.183758 -1.936504 3.279994 -0.01 0.00 0.00
H 2.048139 -4.242662 -4.831623 0.00 0.00 0.00
P 3.533725 -0.922566 -1.412115 0.24 -0.10 0.00
C 4.225411 4.791290 3.920580 0.00 -0.02 0.00
C -4.528974 -1.345976 2.428520 -0.02 -0.01 0.03
N -3.438216 -1.088012 1.486541 -0.02 -0.12 -0.01
S -4.147114 -0.992845 -5.287961 0.11 -0.05 0.07
C -1.825829 3.994392 -3.253213 0.06 0.01 -0.07
H 0.489632 -4.733845 -1.290412 0.00 -0.01 0.00
H 4.375818 6.834983 4.530598 0.00 0.00 0.00
C -2.388243 -1.245021 -5.140674 -0.08 0.10 -0.18
S -2.525040 0.543278 -7.106380 0.14 -0.01 0.03
H -4.931075 -0.401151 2.815226 0.01 -0.01 0.01
H -5.308673 -3.125381 1.502762 0.00 0.00 0.00
H 5.723799 0.106012 -1.954577 0.01 0.00 0.00
C 0.254764 -0.587277 2.931040 -0.01 0.17 0.06
C 2.971291 0.179237 -2.775081 -0.03 0.15 -0.21
C 3.073568 6.570884 2.817854 0.01 -0.01 0.01
C -0.220803 5.361164 -1.465788 0.10 -0.10 0.09
C -0.813427 0.497417 4.811599 0.00 -0.01 -0.01
H -1.182957 0.186779 -3.427959 -0.11 0.17 -0.03
C -5.451254 -1.371822 0.247899 -0.01 0.01 -0.01
H -6.582118 -2.007516 2.031083 0.00 0.00 0.00
H -2.934768 -3.523473 4.417777 0.01 0.00 0.00
H -2.486428 5.913640 -3.913048 0.00 0.01 0.00
O -1.162669 -1.838335 0.497206 -0.50 -0.77 0.60
C 3.209411 -3.570220 -2.251993 0.00 0.00 -0.02
Cs 0.199969 -0.087815 -0.877541 -0.15 -0.21 -1.15
H 0.625101 -1.589898 3.172987 0.03 0.02 0.01
H -5.941619 -0.395879 0.289803 0.00 0.00 -0.01
H 2.108588 -0.234748 -3.305092 0.02 -0.03 0.01
H -3.681374 -0.317909 -0.492989 0.00 0.00 -0.01
C 0.512600 0.426789 4.056179 -0.02 0.01 -0.01
H -2.444715 3.462662 -3.960648 -0.01 -0.01 0.00
N -1.213372 -0.600596 2.793557 0.06 -0.06 0.05
H -1.587151 -2.383523 4.450972 0.00 0.00 0.01
H -2.617959 1.241864 -3.489112 0.03 0.00 0.05
H -3.495313 -2.057110 -0.425545 -0.01 0.01 -0.01
H 4.892406 0.907792 -0.599461 0.01 0.01 -0.01
H -0.016441 -5.793758 2.771343 0.02 0.00 0.00
O 2.106055 1.080645 0.397990 0.68 0.34 0.63
C -1.420130 -4.343630 1.914988 -0.07 -0.04 -0.06
H -2.174179 -5.135875 1.827163 0.00 0.01 0.00
H 3.770193 0.313087 -3.510404 0.00 0.01 0.01
H -0.932737 1.416454 5.385617 0.00 0.00 0.00
C 2.535337 1.961727 1.177870 0.02 0.17 -0.06
H -2.809516 0.017206 4.039850 -0.01 0.00 0.01
H -1.141621 1.648572 -4.431351 0.03 -0.05 0.04
H 3.685687 0.521180 2.305181 -0.01 -0.01 -0.02
C -1.038594 6.068784 -2.327288 -0.08 0.00 -0.08
O -5.165622 0.690655 -7.051922 0.01 0.00 -0.01
C -0.998998 3.277381 -2.387314 -0.09 -0.08 0.16
C -0.981566 -4.490192 4.253433 0.01 0.01 0.00
H 1.849013 6.033727 1.157614 0.00 0.01 0.00
C -1.524708 1.221729 -3.504218 0.02 0.01 0.00
C -0.177879 3.967311 -1.471527 -0.12 0.05 -0.15
C -1.616199 -0.522780 -5.997722 -0.20 -0.05 0.07
C 3.975262 2.468224 3.113749 -0.03 0.01 -0.03
C -1.842353 5.379087 -3.225549 0.04 0.00 0.05
C 3.669460 3.863956 3.020481 0.04 -0.05 0.04
H 5.156131 -2.645857 -1.964759 0.00 0.01 0.00
C -5.582799 -2.071366 1.598093 0.00 0.00 0.01
H -0.909235 -0.350922 5.496305 -0.01 0.01 0.01
H 1.046445 -5.492712 -2.808503 0.01 0.00 0.01
H 2.686113 1.165862 -2.390463 0.08 -0.16 0.08
P 1.493093 -3.067595 -2.757610 -0.02 -0.05 -0.13
H 4.651116 2.139785 3.898319 0.00 0.01 0.00
H 0.416597 5.879966 -0.764095 0.01 -0.01 0.01
C 3.447837 1.578088 2.248904 0.05 0.04 0.06
H -1.544339 -5.369494 4.573880 0.00 0.00 0.00
H -1.056511 -4.096418 0.920926 -0.01 -0.02 0.00
H -1.988371 1.330222 3.188053 -0.01 -0.01 0.01